1.
DFT (ωB97M-V with the def2-TZVPD basis set) results for 11 unconnected molecules or ions with the total composition C40H109N7O17.

Last column: Löwdin charge in e.
Atoms and positions in Å:
C (2.14741, -0.87348, -8.13710)  -0.11
O (0.81008, -0.36894, -8.23701)  -0.21
C (-0.23265, -1.30861, -8.56626)  -0.16
C (-1.60725, -0.56466, -8.45210)  -0.44
C (-1.86109, 0.00686, -7.07377)  -0.07
N (-2.79563, -1.34714, -8.79384)  0.03
H (2.77193, -0.04064, -7.81393)  0.09
H (2.51019, -1.25794, -9.09035)  0.08
H (2.31679, -1.78061, -7.55700)  0.08
H (-0.07786, -1.69598, -9.57327)  0.12
H (-0.20967, -2.14278, -7.86503)  0.12
H (-1.59567, 0.31758, -9.09213)  0.13
H (-1.03076, 0.61861, -6.72106)  0.08
H (-1.94673, -0.81003, -6.35721)  0.08
H (-2.78063, 0.58217, -7.18129)  0.08
H (-3.54195, -0.72245, -8.52388)  0.06
H (-2.93501, -1.54699, -9.77401)  0.07
C (5.93898, 7.46715, 3.29517)  -0.17
O (4.88670, 8.33703, 3.40411)  -0.18
C (4.25704, 8.41552, 4.73682)  -0.16
C (3.40405, 9.69404, 4.70512)  -0.44
C (4.21301, 11.01026, 4.74008)  -0.06
N (2.58173, 9.71856, 5.90574)  0.02
H (6.36644, 7.82172, 2.35727)  0.09
H (5.72097, 6.42440, 3.06442)  0.08
H (6.75980, 7.50832, 4.01117)  0.09
H (3.57277, 7.57923, 4.87995)  0.12
H (4.87523, 8.52181, 5.62825)  0.12
H (2.73330, 9.67877, 3.84608)  0.14
H (4.68320, 11.20333, 5.70432)  0.07
H (3.54629, 11.84328, 4.51724)  0.08
H (5.01952, 11.03110, 4.00714)  0.07
H (3.19238, 9.93184, 6.68145)  0.06
H (2.22647, 8.80355, 6.14373)  0.06
C (9.50352, -0.06577, -4.67472)  -0.09
O (9.22572, -0.15213, -3.26516)  -0.19
C (8.17177, -0.98366, -2.90502)  -0.21
C (8.31084, -1.15478, -1.33506)  -0.42
C (9.57642, -2.04321, -0.93577)  -0.04
N (7.20806, -1.72799, -0.65561)  0.01
H (10.26670, 0.62243, -5.03807)  0.08
H (8.68906, 0.18229, -5.35533)  0.08
H (9.80927, -1.07010, -4.96789)  0.08
H (7.20203, -0.57974, -3.19582)  0.12
H (8.21016, -1.96763, -3.37240)  0.12
H (8.38011, -0.17514, -0.86219)  0.13
H (9.78610, -2.04619, 0.13387)  0.07
H (10.33302, -1.58168, -1.57030)  0.06
H (9.40322, -3.06285, -1.27990)  0.07
H (7.02679, -2.69216, -0.89565)  0.07
H (6.42512, -1.25356, -1.08224)  0.06
C (-5.19777, -10.91663, -0.94215)  -0.09
O (-6.32792, -10.82827, -0.01574)  -0.21
C (-7.21338, -9.71777, -0.22642)  -0.17
C (-7.93596, -9.45207, 1.15890)  -0.44
C (-8.53696, -10.66531, 1.84214)  -0.08
N (-8.98382, -8.49130, 0.94501)  0.02
H (-4.73211, -11.89341, -0.81119)  0.08
H (-4.40768, -10.19973, -0.71878)  0.08
H (-5.45054, -11.01653, -1.99772)  0.08
H (-6.60150, -8.87746, -0.55439)  0.11
H (-7.91022, -9.91782, -1.04035)  0.12
H (-7.18185, -9.06868, 1.84624)  0.14
H (-9.07476, -10.40535, 2.75389)  0.07
H (-7.76397, -11.35747, 2.17606)  0.08
H (-9.32576, -11.13209, 1.25222)  0.08
H (-9.22873, -8.20890, 1.88329)  0.07
H (-9.80615, -8.99876, 0.65114)  0.07
C (-6.44694, 6.92093, -2.67929)  -0.10
O (-6.20576, 5.50295, -2.54925)  -0.17
C (-5.31946, 5.20096, -1.47055)  -0.22
C (-5.25743, 3.74802, -1.00334)  -0.46
C (-6.58411, 3.07234, -0.68194)  -0.06
N (-4.37124, 3.50052, 0.10827)  0.04
H (-5.51617, 7.47713, -2.56793)  0.08
H (-7.18262, 7.34388, -1.99519)  0.08
H (-6.78085, 7.23179, -3.66922)  0.08
H (-4.29067, 5.45068, -1.73002)  0.12
H (-5.45845, 5.82049, -0.58457)  0.12
H (-4.92073, 3.26858, -1.92251)  0.13
H (-6.60564, 2.21278, -0.01202)  0.07
H (-7.08536, 2.86239, -1.62680)  0.08
H (-7.29805, 3.75184, -0.21647)  0.07
H (-3.40665, 3.62357, -0.16471)  0.07
H (-4.34773, 2.50786, 0.29314)  0.07
C (1.48996, 3.01530, 0.22961)  -0.07
O (0.60230, 2.13716, -0.51834)  -0.23
C (0.92083, 1.86832, -1.91347)  -0.21
C (2.13434, 1.01945, -2.02594)  -0.22
N (1.80640, -0.20974, -1.32016)  -0.06
C (0.94853, -1.15694, -2.08434)  -0.18
C (1.04048, -2.52123, -1.44229)  -0.24
O (-0.12610, -2.85179, -0.72117)  -0.20
C (-0.22115, -4.23347, -0.26837)  -0.08
H (2.51337, 2.64053, 0.21215)  0.07
H (1.20382, 3.11004, 1.27710)  0.08
H (1.41071, 3.96948, -0.29130)  0.08
H (1.13580, 2.80670, -2.42468)  0.11
H (-0.05418, 1.53484, -2.26878)  0.12
H (3.00814, 1.50696, -1.59362)  0.11
H (2.35048, 0.79038, -3.06945)  0.12
H (1.21320, 0.07395, -0.55353)  0.09
H (1.16839, -1.23854, -3.14881)  0.12
H (-0.05180, -0.72527, -2.05108)  0.11
H (1.89358, -2.67491, -0.78146)  0.12
H (1.14623, -3.22760, -2.26568)  0.11
H (0.18140, -4.31538, 0.74125)  0.08
H (0.16397, -4.99075, -0.95124)  0.09
H (-1.25416, -4.49245, -0.03619)  0.07
C (1.33111, -1.17639, 4.36806)  -0.09
O (0.70206, -1.18780, 5.64135)  -0.22
C (0.68843, -2.38822, 6.27276)  -0.23
C (-0.77004, -2.95448, 6.06536)  -0.18
N (-1.83539, -1.99329, 6.38648)  -0.07
C (-3.01240, -2.23631, 5.62441)  -0.21
C (-3.84830, -0.88849, 5.40185)  -0.20
O (-4.14625, -0.36688, 6.66964)  -0.20
C (-5.02076, 0.77234, 6.81349)  -0.08
H (1.38567, -0.11074, 4.14557)  0.08
H (0.68971, -1.64215, 3.61988)  0.09
H (2.38623, -1.44668, 4.32630)  0.09
H (1.00419, -2.01784, 7.24806)  0.13
H (1.43930, -3.09627, 5.92210)  0.12
H (-0.92499, -3.71817, 6.82751)  0.11
H (-0.89307, -3.44762, 5.10112)  0.10
H (-1.46564, -1.10617, 6.07599)  0.09
H (-3.56544, -2.97593, 6.20338)  0.12
H (-2.78975, -2.65323, 4.64222)  0.10
H (-4.70670, -1.06537, 4.75380)  0.11
H (-3.20024, -0.20771, 4.84991)  0.11
H (-4.88818, 1.38291, 7.70664)  0.08
H (-6.03866, 0.39217, 6.72700)  0.08
H (-4.98138, 1.44650, 5.95788)  0.07
O (7.15458, -5.12733, 3.05871)  -0.06
C (7.14718, -6.47832, 2.62957)  -0.25
C (5.86040, -6.91893, 1.89624)  -0.23
O (5.72569, -6.26938, 0.62118)  -0.08
H (6.98038, -4.56455, 2.30073)  0.08
H (8.05545, -6.75317, 2.09328)  0.12
H (7.05851, -7.04957, 3.55364)  0.11
H (5.02361, -6.70166, 2.56007)  0.11
H (5.76365, -7.99476, 1.75018)  0.11
H (5.57833, -6.87674, -0.10752)  0.08
O (-4.35308, -2.30106, 0.21503)  -0.06
C (-5.32447, -2.71814, -0.70102)  -0.26
C (-6.38533, -3.55944, 0.06480)  -0.26
O (-7.43407, -4.06365, -0.72940)  -0.06
H (-3.59620, -2.88084, 0.10281)  0.08
H (-5.69369, -1.86767, -1.27415)  0.12
H (-4.97281, -3.41242, -1.46418)  0.12
H (-6.79566, -2.89688, 0.82687)  0.11
H (-5.88643, -4.36952, 0.59675)  0.12
H (-7.84505, -4.75799, -0.20921)  0.08
O (-0.62672, 6.22631, 6.79568)  -0.05
C (-2.00830, 6.16013, 6.40372)  -0.28
C (-2.19433, 5.71251, 5.04321)  -0.32
O (-3.51056, 5.72038, 4.60672)  -0.03
H (-0.32026, 5.31891, 6.86126)  0.08
H (-2.60350, 5.53452, 7.06888)  0.13
H (-2.43940, 7.15550, 6.51097)  0.13
H (-1.64826, 4.76946, 5.06685)  0.13
H (-1.67337, 6.44829, 4.43058)  0.13
H (-3.56167, 5.15038, 3.83594)  0.09
O (3.14533, 6.01563, -7.60984)  -0.06
C (3.61031, 5.24226, -6.54050)  -0.26
C (5.01696, 4.76214, -6.86772)  -0.31
O (5.46330, 3.94036, -5.87181)  -0.05
H (2.73726, 5.36971, -8.19110)  0.09
H (3.67883, 5.78940, -5.60027)  0.13
H (2.93781, 4.38540, -6.50028)  0.12
H (5.54590, 5.71499, -6.84809)  0.12
H (5.11904, 4.28727, -7.84352)  0.12
H (6.41547, 4.05747, -5.90725)  0.09

Atoms 1-3, force components in eV/Å:
C -0.5 -0.2 -0.9
O 0.0 -0.5 0.2
C -0.3 0.8 0.3

Properties
- HOMO-LUMO gap (eV) = 8.75
- SMILES = COC[C@H](C)N.COC[C@H](C)N.COC[C@H](C)N.COC[C@H](C)N.COC[C@H](C)N.COCCNCCOC.COCCNCCOC.OCCO.OCCO.OCCO.OCCO
- lowest unoccupied orbital energy (eV) = 0.14
- E_HOMO (hartree) = -0.31641
- max |F| (eV/A) = 3.48
- ΔE to the lowest compared entry with this formula, charge and spin (kJ/mol) = 288.96
- total energy (hartree) = -3251.282738

=====

2.
DFT (ωB97M-V with the def2-TZVPD basis set) results for a molecular structure, C20H37GeN3O7RuSi3.

Last column: Löwdin spin population.
Atoms and positions in Å:
Ru (0.50228, -1.14138, 0.61214)  0.07
N (-0.77859, -2.77006, 1.05516)  0.00
C (-1.96929, -2.75311, 0.16947)  0.00
C (-2.21058, -1.37647, -0.42860)  0.00
O (-3.29305, -1.06888, -0.87951)  0.00
N (-1.05691, -0.63474, -0.50294)  0.01
C (-1.08058, 0.58188, -1.30469)  0.00
C (-0.75925, 1.84284, -0.53829)  0.00
O (-0.28084, 2.81906, -1.03461)  0.01
O (-1.16699, 1.81138, 0.74410)  0.10
H (-0.25393, -3.63198, 0.92138)  0.00
H (-1.07862, -2.78382, 2.02485)  0.00
H (-2.86479, -3.11162, 0.67209)  0.00
H (-1.78263, -3.40631, -0.68441)  0.00
H (-2.08702, 0.70989, -1.71544)  0.00
H (-0.37667, 0.51009, -2.13237)  0.00
C (-3.94789, 1.45955, 1.99396)  0.02
Si (-2.86744, 0.42533, 3.09628)  0.12
C (-3.40223, -1.36901, 3.05407)  0.04
C (-2.80293, 1.06140, 4.84481)  0.00
Ge (-0.66788, 0.50397, 1.91926)  0.26
Si (0.26112, 2.70126, 3.06984)  0.21
C (-1.09044, 3.94251, 2.80392)  0.02
C (1.71599, 2.94306, 1.93059)  0.06
C (0.65720, 2.52012, 4.87878)  0.04
Si (1.31308, -1.45229, 2.92787)  -0.01
C (2.90986, -0.48577, 3.07354)  -0.01
C (0.24387, -1.23492, 4.45122)  0.00
C (1.70458, -3.28794, 2.83240)  0.00
H (-4.94218, 1.52320, 2.44550)  0.00
H (-4.04991, 1.00321, 1.00779)  0.00
H (-3.56117, 2.46966, 1.86464)  0.00
H (-4.23951, -1.49989, 3.74531)  0.01
H (-2.63193, -2.07223, 3.37533)  0.00
H (-3.75105, -1.63430, 2.05517)  0.00
H (-3.81430, 0.98977, 5.25486)  0.00
H (-2.50942, 2.10921, 4.88814)  0.00
H (-2.14500, 0.48570, 5.49666)  0.00
H (-1.22886, 4.12934, 1.73948)  0.00
H (-0.78234, 4.87321, 3.29032)  0.00
H (-2.04493, 3.65136, 3.23792)  0.00
H (1.66059, 2.33627, 1.02584)  0.00
H (2.65882, 2.73169, 2.43285)  0.00
H (1.70931, 3.99086, 1.61701)  0.01
H (-0.21841, 2.23833, 5.46347)  0.00
H (0.96370, 3.51500, 5.22118)  0.01
H (1.46539, 1.83016, 5.10281)  0.00
H (2.76077, 0.50064, 3.50264)  0.00
H (3.38588, -0.35136, 2.10255)  0.00
H (3.60383, -1.02476, 3.72451)  0.00
H (-0.03249, -0.20747, 4.67536)  0.00
H (0.85972, -1.59592, 5.28103)  0.00
H (-0.66483, -1.84103, 4.43932)  0.00
H (2.23088, -3.54783, 1.91423)  0.00
H (0.83005, -3.93443, 2.94218)  0.00
H (2.36613, -3.52292, 3.67266)  0.00
O (1.99030, 0.08896, -0.19878)  0.00
C (2.64177, -0.92756, -0.60494)  0.00
O (2.26573, -2.07720, -0.18072)  0.00
C (3.78977, -0.78095, -1.51871)  0.00
C (4.50757, -1.91180, -1.90071)  0.00
C (5.58486, -1.78222, -2.75861)  0.00
C (5.91476, -0.51810, -3.21064)  0.00
C (5.21687, 0.61879, -2.84580)  0.00
C (4.13976, 0.48210, -1.98969)  0.00
N (7.06947, -0.37502, -4.12771)  0.00
O (7.62605, -1.39192, -4.47918)  0.00
O (7.33099, 0.74201, -4.51681)  0.00
H (4.21772, -2.88110, -1.52108)  0.00
H (6.16756, -2.63283, -3.07894)  0.00
H (5.52225, 1.57924, -3.23320)  0.00
H (3.56236, 1.34453, -1.68679)  0.00

Atoms 1-3, force components in eV/Å:
Ru 0.0 -0.2 -0.1
N -0.1 -0.1 0.0
C -0.1 0.0 0.0

Properties
- 2S+1 = 2
- HOMO-LUMO gap (spin up / spin down) (eV) = 7.07 / 5.72
- lowest unoccupied orbital energy (spin up / spin down) (eV) = -4.34 / -5.84
- E_HOMO (spin up / spin down) (hartree) = -0.41929 / -0.42478
- expectation value of S² = 0.78
- max |F| (eV/A) = 0.57
- ΔE to the lowest compared entry with this formula, charge and spin (kJ/mol) = 100.65
- total energy (hartree) = -4515.349936
- total charge = +1

=====

3.
DFT (ωB97M-V with the def2-TZVPD basis set) results for a molecular structure, C15H21AsF6N3O4PdS2.

Last column: natural (NBO) charge in e.
Atoms and positions in Å:
Pd (0.34327, -0.54358, -0.16114)  0.13
F (4.74570, -2.63503, -0.87654)  -0.34
C (4.10398, -2.40128, 0.28324)  0.70
F (3.85645, -3.59507, 0.85005)  -0.33
F (4.95686, -1.73773, 1.08094)  -0.33
S (2.51727, -1.45275, -0.02540)  2.20
O (3.09504, -0.27593, -0.64228)  -0.96
O (1.82982, -2.43261, -0.84395)  -0.96
N (2.16677, -1.36508, 1.51650)  -1.20
S (0.65925, -1.34370, 2.01027)  2.20
O (0.14192, -0.09138, 2.51226)  -0.94
O (-0.25712, -2.33653, 1.47607)  -0.96
C (1.07506, -2.17316, 3.63524)  0.70
F (1.49865, -3.43568, 3.44924)  -0.33
F (2.02397, -1.51796, 4.31863)  -0.33
F (-0.01544, -2.23122, 4.42332)  -0.34
C (-1.36414, 3.09787, 0.82543)  -0.62
C (-0.53974, 3.20351, -0.45909)  -0.71
As (0.81887, 1.74392, -0.55883)  0.94
C (2.35325, 2.67147, 0.26143)  -0.71
C (2.41533, 2.38785, 1.76236)  -0.62
C (1.33165, 1.95050, -2.46352)  -0.72
C (0.48917, 1.04657, -3.36541)  -0.62
H (-2.22650, 3.76917, 0.80456)  0.19
H (-0.76176, 3.34941, 1.69968)  0.20
H (-1.71937, 2.07398, 0.96027)  0.23
H (-0.04998, 4.17661, -0.53937)  0.20
H (-1.19390, 3.08688, -1.32814)  0.20
H (2.29262, 3.74267, 0.05394)  0.19
H (3.23973, 2.26942, -0.22793)  0.23
H (1.51713, 2.74359, 2.27058)  0.20
H (3.28478, 2.86301, 2.22297)  0.19
H (2.48041, 1.31274, 1.93137)  0.24
H (2.37706, 1.64312, -2.51386)  0.23
H (1.26036, 2.99466, -2.77687)  0.20
H (0.45400, 0.03809, -2.95104)  0.24
H (0.90165, 0.99236, -4.37558)  0.20
H (-0.53939, 1.41039, -3.44075)  0.19
N (-2.45794, -3.34200, -0.54276)  -0.55
C (-1.27335, -2.94606, -1.09299)  0.27
N (-1.27532, -1.70071, -1.47052)  -0.52
C (-2.52877, -1.21467, -1.12480)  0.08
C (-3.06880, 0.05683, -1.28953)  -0.19
C (-4.36562, 0.26682, -0.86071)  -0.24
C (-5.11550, -0.76333, -0.27888)  -0.22
C (-4.59072, -2.03088, -0.10146)  -0.26
C (-3.28493, -2.23957, -0.52648)  0.16
H (-2.60124, -4.19973, -0.04263)  0.42
H (-0.42444, -3.60330, -1.19404)  0.23
H (-2.46221, 0.84387, -1.71839)  0.22
H (-4.81193, 1.24817, -0.96273)  0.21
H (-6.12596, -0.55588, 0.05028)  0.20
H (-5.17593, -2.81862, 0.35702)  0.21

Atoms 1-3, force components in eV/Å:
Pd -1.5 0.7 -1.4
F -0.1 0.0 0.0
C -0.2 0.0 0.1

Properties
- HOMO-LUMO gap (eV) = 7.02
- lowest unoccupied orbital energy (eV) = 2.81
- E_HOMO (hartree) = -0.15472
- max |F| (eV/A) = 2.14
- total energy (hartree) = -4808.680504
- total charge = -1